7
Properties=species:S:1:pos:R:3:forces:R:3 method="wB97M-V/def2-TZVPD" homo_energy_ev=-2.43 total_charge=-1 total_energy_ha=-170.45142
N 1.7436 -0.5502 -0.1751 -0.3 -0.3 -0.1
C 0.8871 0.2802 0.2658 0.4 0.3 0.1
O -2.3911 0.5662 -0.0865 0.4 -0.1 0.1
H -0.2111 0.1961 0.2565 -0.2 0.0 -0.1
H -2.5981 -0.3197 -0.4053 -0.1 0.0 0.0
H 1.2408 -1.3625 -0.5426 0.0 0.0 0.0
H 1.3289 1.1900 0.6872 -0.3 0.1 0.0

18
Properties=species:S:1:pos:R:3:forces:R:3 method="wB97M-V/def2-TZVPD" homo_energy_ev="-13.70 / -13.47" spin_multiplicity=2 total_charge=+1 total_energy_ha=-741.03402
C 0.2452 -1.1494 1.2745 -0.2 -0.9 -0.8
C -0.0410 -0.3445 0.0047 -0.8 0.2 0.8
C -1.5453 0.0499 -0.0365 0.1 -0.8 0.7
S -2.6690 -1.3228 -0.1828 0.4 0.2 -0.1
N 0.6084 0.9411 0.0433 0.4 0.0 -0.7
C 1.9760 0.9751 -0.2791 0.0 0.2 0.2
N 2.5015 2.2269 -0.3787 -0.5 -0.5 0.1
O 2.5851 -0.0654 -0.3692 0.1 0.0 0.0
H 1.2569 -1.0013 1.5656 0.7 0.5 0.4
H -0.4560 -0.9501 2.0732 0.0 0.2 0.3
H 0.2549 -2.2152 1.0615 -0.5 -0.3 -0.1
H 0.2002 -0.9089 -0.8902 0.4 0.0 -0.2
H -1.7635 0.7564 -0.7991 -0.3 0.6 -0.6
H -1.7589 0.4617 0.9570 -0.1 0.3 0.0
H -3.5599 -0.6472 -0.9367 -0.1 -0.2 0.0
H 0.0776 1.7962 0.0635 0.0 0.0 0.1
H 1.9007 2.9912 -0.6246 0.3 0.3 0.1
H 3.5014 2.3141 -0.3809 0.0 0.1 -0.3

75
Properties=species:S:1:pos:R:3:forces:R:3 method="wB97M-V/def2-TZVPD" homo_energy_ev="-7.75 / -7.75" spin_multiplicity=7 total_charge=+1 total_energy_ha=-2957.37263
Eu 1.3760 -0.7808 -2.9384 -2.2 0.7 1.1
C -1.1734 1.0655 0.5777 -2.4 -2.1 -0.6
C -0.5329 1.8288 -0.4374 -0.8 0.2 -2.4
C -2.2187 0.6191 -1.4242 0.5 0.4 0.1
C -2.1732 0.2691 -0.0450 1.7 1.4 1.6
C -1.2258 1.5971 -1.6636 1.3 0.0 1.1
C -0.8927 1.1644 2.0166 0.1 -0.1 0.8
H 0.1497 0.9061 2.2452 -0.1 0.0 0.1
H -1.5474 0.4894 2.5839 0.3 0.2 -0.1
H -1.0740 2.1829 2.3939 0.1 -0.2 -0.1
C -3.0183 -0.7392 0.6099 -0.6 -0.6 0.2
H -2.9287 -0.6814 1.7017 -0.1 -0.1 -0.3
H -2.7362 -1.7625 0.3019 -0.1 0.3 0.2
H -4.0807 -0.6112 0.3442 0.3 -0.1 0.2
C -3.1719 0.1042 -2.4239 -0.4 -0.4 -0.3
H -3.9304 0.8634 -2.6848 0.3 -0.2 0.0
H -3.7157 -0.7725 -2.0404 0.2 0.3 -0.2
H -2.6600 -0.1846 -3.3581 -0.2 0.1 0.2
C -1.0158 2.3145 -2.9373 0.0 0.3 -0.7
H -1.9045 2.9028 -3.2271 0.4 -0.1 0.0
H -0.8345 1.6172 -3.7711 0.0 0.1 -0.1
H -0.1523 2.9901 -2.8809 -0.3 -0.1 -0.1
C 0.6468 2.6840 -0.2450 0.6 0.6 0.0
H 0.8461 3.3092 -1.1282 0.0 -0.1 0.3
H 1.5496 2.0709 -0.0622 -0.2 0.3 0.1
H 0.5310 3.3569 0.6213 0.1 -0.3 -0.2
C 2.4330 -1.3319 2.4922 0.2 0.6 0.7
C 2.5948 -0.2541 3.2812 -0.4 -0.3 -0.4
C 3.5301 0.9138 3.0745 0.5 0.0 0.4
C 4.8530 0.7533 2.2377 0.0 0.1 1.9
C 4.7766 1.0689 0.8341 0.1 0.2 -2.6
C 4.3552 0.1916 -0.2493 -3.3 1.5 1.2
C 3.0822 -0.6891 0.0711 0.5 0.7 -0.4
C 3.2824 -1.6272 1.2730 -0.6 -0.8 0.0
H 3.8304 1.2586 4.0823 -0.2 -0.1 -0.3
H 5.3243 -0.2227 2.4376 -0.1 0.3 0.4
H 2.9704 1.7615 2.6346 0.1 -0.3 0.1
H 4.3471 -1.6587 1.5483 -0.5 -0.1 -0.1
H 1.6635 -2.0791 2.7393 0.4 0.4 0.0
H 1.9495 -0.1340 4.1670 0.2 -0.2 -0.5
H 2.9723 -2.6351 0.9422 0.4 0.3 0.2
H 2.2246 -0.0074 0.2206 0.3 -0.2 0.1
H 4.0390 0.8873 -1.0655 0.3 -0.4 -0.1
H 2.8154 -1.3473 -0.7838 0.2 0.0 -0.2
H 5.5187 1.5408 2.6440 -0.1 -0.6 0.2
H 5.0244 2.0997 0.5681 0.1 -0.4 -0.2
P 5.5813 -0.8523 -1.1488 1.4 -0.2 0.1
C 6.3156 -2.3293 -0.4090 0.4 -0.4 0.1
C 7.0168 0.2508 -1.2710 0.3 -0.2 -0.3
P 3.9629 -0.7009 -3.9116 2.4 0.5 -0.4
C 5.2358 -1.4691 -2.8271 0.2 -0.6 -0.7
C 4.5846 1.0316 -3.9922 -0.5 0.2 -0.1
C 4.5398 -1.3307 -5.5163 -0.3 -0.4 -0.3
H 5.9740 -3.2261 -0.9432 0.0 0.2 0.3
H 6.0987 -2.4347 0.6567 0.1 0.1 -0.2
H 7.4031 -2.2437 -0.5558 -0.3 -0.2 0.2
H 7.8599 -0.3469 -1.6432 -0.1 0.3 -0.1
H 7.2651 0.6032 -0.2570 -0.3 -0.1 -0.3
H 6.8514 1.1154 -1.9279 0.0 -0.2 0.3
H 5.6315 -1.3841 -5.5487 -0.1 0.1 -0.1
H 4.1679 -0.6802 -6.3143 0.1 -0.1 0.1
H 4.1358 -2.3332 -5.6886 0.1 0.1 0.0
H 4.9602 -2.5347 -2.7478 0.2 0.3 0.1
H 6.1952 -1.4221 -3.3778 -0.4 -0.1 0.1
H 4.3820 1.3983 -5.0072 0.1 0.1 0.3
H 5.6550 1.0991 -3.7698 -0.2 0.0 -0.2
H 4.0314 1.6594 -3.2821 0.3 0.0 -0.1
C -1.6539 -3.6717 -1.5989 -0.1 -0.3 0.0
S -0.0534 -3.0188 -1.9407 -0.4 0.6 0.6
O 1.0142 -3.9701 -1.6943 -0.8 0.5 -0.4
O -0.1649 -2.5705 -3.3832 0.8 -0.1 0.7
O 0.1007 -1.7638 -1.1012 0.2 -1.2 -1.1
H -1.7624 -4.5714 -2.2163 0.0 0.2 0.1
H -2.4098 -2.9176 -1.8604 0.4 -0.2 0.1
H -1.7138 -3.9345 -0.5414 0.1 0.0 -0.1

16
Properties=species:S:1:pos:R:3:forces:R:3 method="wB97M-V/def2-TZVPD" homo_energy_ev=-8.97 total_energy_ha=-412.06569
C 1.2152 -0.5848 -1.1345 0.4 -3.2 -3.7
C -1.4606 -0.1138 0.0223 -0.1 -1.0 -0.6
C 1.1000 0.4578 -0.0993 2.0 2.2 -0.3
C -0.3779 0.8530 0.0170 2.7 4.6 2.4
N -0.2020 1.9055 1.8038 -0.9 -0.6 -2.2
F -1.5105 2.1903 2.2520 0.0 0.0 -0.7
F 0.1492 1.0168 2.7606 0.7 -1.0 0.5
H 0.8113 -1.6367 -0.8761 0.7 1.7 0.2
H 0.5282 -0.3128 -1.9985 1.0 -0.2 0.6
H 2.2773 -0.8310 -1.6186 -2.1 0.9 1.3
H -1.1065 -1.1663 0.0385 -0.3 0.7 0.7
H -2.1526 0.1758 0.8033 -0.3 -0.4 0.3
H -1.9903 -0.0362 -0.9257 -0.3 0.1 -0.1
H 1.5433 0.0678 0.8007 -0.3 -0.1 0.8
H 1.9202 1.3631 -0.3750 -2.8 -2.0 0.6
H -0.5329 1.8944 -0.4206 -0.3 -1.8 0.2

47
Properties=species:S:1:pos:R:3:forces:R:3 method="wB97M-V/def2-TZVPD" homo_energy_ev="-14.37 / -14.37" total_charge=+2 total_energy_ha=-1932.43875
Sn 0.4661 0.1081 -1.3987 0.1 -0.1 0.4
C -2.8906 -1.6889 -0.8928 0.0 0.2 0.2
O -2.0966 -0.8520 0.0081 0.0 -0.3 0.2
C -2.4111 -0.9164 1.3209 0.4 0.2 -1.0
C -3.6241 -1.3639 1.7821 -0.7 -0.3 0.4
C -3.8602 -1.4626 3.1501 0.1 0.0 -0.3
C -2.8570 -1.1842 4.0874 0.1 -0.1 0.2
C -1.6320 -0.7763 3.6499 -0.1 -0.1 0.1
C -1.3999 -0.5796 2.2633 0.8 0.0 0.4
N -0.2464 -0.0141 1.8323 -0.3 -0.1 -0.8
N 0.7422 0.0998 2.5670 0.7 0.1 0.6
C 2.0281 -0.0098 2.4504 -0.9 -0.2 -0.5
C 2.5571 -0.5601 1.1206 0.2 0.4 0.8
O 1.7466 -0.9338 0.2682 -0.6 -0.1 -0.3
C 3.9563 -0.4360 0.9143 0.1 -0.3 -0.2
C 4.7603 0.1237 1.8439 0.0 0.1 0.2
C 4.2888 0.6210 3.1251 0.0 -0.2 -0.3
C 5.1583 1.1704 4.0481 0.3 0.1 0.1
C 4.7115 1.5033 5.3259 0.0 0.0 0.0
C 3.3954 1.2651 5.6856 -0.1 0.1 0.1
C 2.4947 0.7756 4.7491 -0.1 0.0 -0.1
C 2.9289 0.4888 3.4583 -0.1 0.0 0.2
H -2.8647 -2.7199 -0.5521 0.0 -0.1 0.1
H -2.4277 -1.6253 -1.8683 0.1 0.1 -0.1
H -3.9138 -1.3319 -0.9597 0.0 0.1 0.0
H -4.4124 -1.6319 1.0912 0.1 0.0 0.1
H -4.8469 -1.7528 3.4913 0.1 0.0 0.0
H -3.0551 -1.2751 5.1463 0.0 0.0 0.0
H -0.8474 -0.5052 4.3464 -0.1 0.0 0.0
H 4.3466 -0.7942 -0.0278 0.0 0.0 0.0
H 5.8227 0.1831 1.6341 0.0 0.1 0.1
H 6.1914 1.3455 3.7702 0.0 -0.1 0.1
H 5.3968 1.9339 6.0456 0.0 -0.1 -0.1
H 3.0634 1.4695 6.6963 0.0 0.0 -0.1
H 1.4642 0.5812 5.0258 0.1 0.1 0.0
F 4.4049 5.1495 1.1317 -0.1 0.0 0.0
C 3.4188 4.3851 0.6861 0.2 0.3 0.2
C 3.7004 3.1858 0.0676 0.4 -0.3 -0.1
F 4.9574 2.7662 -0.0720 -0.1 0.1 -0.1
C 2.6534 2.4075 -0.3642 0.0 -0.2 0.0
F 2.8876 1.2268 -1.0137 0.0 0.1 -0.3
C 1.3237 2.7336 -0.1585 0.4 -0.2 0.0
O 0.3660 1.8724 -0.5167 -0.4 -0.1 -0.3
C 1.0656 3.9460 0.4533 -0.5 0.1 0.2
F -0.1942 4.3073 0.6802 0.1 0.0 0.0
C 2.1010 4.7656 0.8663 -0.1 0.2 0.1
F 1.8272 5.9042 1.4769 0.0 0.0 0.0

99
Properties=species:S:1:pos:R:3:forces:R:3 method="wB97M-V/def2-TZVPD" homo_energy_ev=-0.72 total_charge=-2 total_energy_ha=-5062.16106
K 0.0054 -0.5451 -0.3307 -1.2 0.3 -0.1
Cl 7.4914 -2.3572 -1.3470 0.0 0.0 0.0
C 5.7357 -2.2838 -1.3284 -0.1 0.0 0.0
C 5.0029 -3.3374 -0.7572 0.0 0.0 0.0
C 3.6384 -3.2750 -0.7031 0.1 0.0 0.0
C 2.8782 -2.1578 -1.2226 -0.1 0.0 0.0
O 1.6280 -2.1352 -1.1536 0.7 -0.5 -0.2
C 3.6785 -1.0904 -1.7948 0.0 0.0 0.0
C 3.1201 0.1041 -2.3840 0.0 -0.1 0.1
N 1.8835 0.3890 -2.5581 0.1 0.1 -0.1
C 1.5868 1.5407 -3.2941 -0.1 -0.1 0.1
C 2.3167 1.9654 -4.3833 0.0 0.0 -0.1
C 1.9499 3.1131 -5.1163 0.0 0.0 0.0
C 0.8358 3.8265 -4.7872 0.0 0.0 0.0
C 0.0275 3.4023 -3.7049 0.0 -0.1 0.1
C -1.1754 4.0580 -3.3523 0.0 0.0 0.0
C -1.9230 3.5765 -2.3230 0.0 0.0 0.0
C -1.4610 2.4428 -1.6125 0.0 0.0 0.0
N -0.3503 1.8137 -1.9065 -0.1 0.2 0.0
C 0.3958 2.2654 -2.9489 0.0 0.0 0.0
C 5.0814 -1.1888 -1.8239 -0.1 0.0 0.0
H 5.5325 -4.1943 -0.3567 0.0 0.0 0.0
H 3.0643 -4.0838 -0.2655 0.0 0.0 0.0
H 3.8886 0.8239 -2.7087 0.0 0.0 0.0
H 3.1709 1.3851 -4.7108 0.0 0.0 0.0
H 2.5595 3.4133 -5.9607 0.0 0.0 0.0
H 0.5383 4.7022 -5.3532 0.0 0.0 0.0
H -1.4878 4.9277 -3.9200 0.0 0.0 0.0
H -2.8621 4.0302 -2.0330 0.0 0.0 0.0
H -2.0475 2.0383 -0.7868 0.1 0.0 -0.1
H 5.6519 -0.3725 -2.2581 0.0 0.0 0.0
S -7.1775 -3.3295 2.4680 0.1 0.0 -0.1
C -5.7460 -2.5779 1.9905 -0.1 0.2 0.1
S -4.3062 -2.5679 2.9063 0.0 -0.1 0.0
C -3.2873 -1.5750 1.8750 0.1 0.0 0.3
C -3.8985 -1.1269 0.7482 -0.1 0.2 -0.2
S -3.3015 -0.1162 -0.5405 0.0 -0.1 0.1
S -5.5689 -1.6444 0.5738 0.0 -0.1 -0.1
S -1.6762 -1.2928 2.4783 0.0 0.0 -0.2
C 3.5994 -1.7547 3.7163 -0.1 0.0 0.0
N 2.9434 -1.7191 2.4211 0.0 -0.1 0.0
C 1.7626 -2.5747 2.3229 0.0 0.0 0.0
C 2.8974 -0.5472 1.6942 0.1 0.1 0.1
O 1.8519 -0.1206 1.2196 0.6 0.1 0.3
N 4.0966 0.1148 1.5332 -0.1 0.1 0.0
C 5.3836 -0.5473 1.5957 0.0 0.0 0.0
C 4.0921 1.4034 0.8684 0.0 -0.1 0.0
H 2.8532 -1.6877 4.5170 0.0 0.0 0.0
H 4.2877 -0.9218 3.8304 0.0 0.0 0.0
H 4.1556 -2.6891 3.8444 0.0 0.0 0.0
H 2.0381 -3.5736 2.6705 0.0 0.0 0.0
H 1.4436 -2.6439 1.2842 0.0 0.0 0.0
H 0.9179 -2.2106 2.9145 0.0 0.0 0.0
H 5.2476 -1.6223 1.6865 0.0 0.0 0.0
H 5.9865 -0.1851 2.4358 0.0 0.0 0.0
H 5.9334 -0.3612 0.6705 0.0 0.0 0.0
H 3.0708 1.7587 0.7720 0.0 0.0 0.0
H 4.5198 1.3237 -0.1383 0.0 0.0 0.0
H 4.6820 2.1281 1.4393 0.0 0.0 0.0
C -3.5669 3.0327 1.8312 0.0 0.0 -0.1
C -2.6562 3.0118 3.0656 -0.2 -0.1 0.1
C -2.8496 4.2971 3.8664 0.0 0.0 0.0
C -3.0785 1.8114 3.9213 0.0 0.0 -0.1
Sb -0.6434 2.6028 2.2765 0.2 -0.2 -0.1
C 0.5576 2.2245 4.1042 0.0 0.0 0.1
C 0.3757 0.7430 4.4474 0.0 0.0 -0.1
C 2.0359 2.4285 3.7623 0.0 -0.1 -0.1
C 0.2096 3.0751 5.3244 0.0 0.0 0.0
C 0.0738 4.6470 1.7419 0.0 0.1 0.0
C 1.3212 4.4305 0.8794 0.0 0.0 0.0
C 0.4054 5.6157 2.8762 0.0 0.0 -0.1
C -0.9896 5.2909 0.8477 0.0 0.0 0.0
H -4.6089 3.1678 2.1555 0.0 0.0 0.0
H -3.5120 2.0928 1.2678 0.0 0.1 0.0
H -3.3265 3.8546 1.1467 0.0 -0.1 0.1
H -3.8916 4.3438 4.2167 0.0 0.0 0.0
H -2.6694 5.1929 3.2709 0.0 0.0 0.0
H -2.2060 4.3435 4.7463 0.0 0.0 0.0
H -4.1516 1.8992 4.1481 0.1 0.0 0.0
H -2.5462 1.7737 4.8742 0.0 0.0 0.0
H -2.9130 0.8588 3.4059 0.0 0.1 0.1
H 0.6775 0.1065 3.6089 0.0 0.1 0.1
H -0.6560 0.4749 4.6813 0.1 0.0 0.0
H 1.0069 0.4985 5.3172 0.0 0.0 0.0
H 2.3194 1.8594 2.8720 0.0 0.1 0.1
H 2.6484 2.0580 4.5982 0.0 0.0 0.0
H 2.2991 3.4750 3.6047 0.0 0.0 0.0
H -0.8024 2.8848 5.6790 -0.1 0.0 0.0
H 0.3046 4.1458 5.1327 0.0 0.0 0.0
H 0.8947 2.8230 6.1481 0.0 0.0 0.0
H 2.1471 3.9907 1.4444 0.0 0.0 0.0
H 1.6683 5.3960 0.4788 0.0 -0.1 0.0
H 1.1097 3.7712 0.0301 0.0 0.0 0.0
H 1.2265 5.2619 3.5000 0.0 0.0 0.0
H -0.4518 5.7971 3.5237 -0.1 0.0 0.0
H 0.7135 6.5860 2.4544 0.0 0.0 0.0
H -1.2764 4.6376 0.0183 0.0 0.1 0.1
H -0.5873 6.2173 0.4096 0.0 0.0 0.0
H -1.8934 5.5532 1.3995 0.0 0.0 0.0

Number 1: molar mass 46.0 u. Number 2: molar mass 134.2 u. Number 3: molar mass 626.6 u. Number 4: molar mass 109.1 u. Number 5: molar mass 579.1 u. Number 6: molar mass 926.5 u.